DFT (ωB97M-V with the def2-TZVPD basis set) results for a molecular structure, C30H72LiN3O22P at a distorted geometry.

Structure (ORCA input):
```
! wB97M-V def2-TZVPD RIJCOSX def2/J DEFGRID3
* xyz 1 1
C 37.34569 1.28686 36.80796
N 36.17803 1.25452 37.64436
C 35.61089 2.63213 37.47869
C 35.11862 0.22452 37.23001
C 36.39049 1.22851 39.18475
C 36.98727 0.02444 39.69762
O 37.54393 0.36154 41.00908
H 38.04847 2.08693 37.00404
H 37.13267 1.43791 35.62023
H 37.61957 0.42381 37.04174
H 35.20872 2.67084 36.37100
H 36.40286 3.35601 37.68641
H 34.76818 2.73011 38.22008
H 34.11603 0.30986 37.92173
H 35.62288 -0.70837 37.39670
H 34.87067 0.21937 36.15364
H 35.46874 1.55463 39.65072
H 37.10646 1.96381 39.44511
H 37.71672 -0.11833 39.15227
H 36.33876 -0.84857 39.65765
H 38.40921 1.02053 40.78166
C 38.68718 5.43428 36.10021
N 38.11192 6.76724 36.74144
C 38.81879 6.92899 37.98035
C 38.52034 7.86761 35.79402
C 36.72177 6.76808 36.89895
C 35.82209 6.52923 35.57767
O 34.61257 7.05079 35.82220
H 39.96549 5.43943 36.10736
H 38.26955 5.32694 35.07443
H 38.57640 4.65733 36.84014
H 38.64222 5.99306 38.57412
H 38.42411 7.83476 38.47586
H 39.90419 7.15676 38.03953
H 37.88992 8.84127 36.00446
H 38.32656 7.53674 34.83366
H 39.63278 8.03937 36.05899
H 36.44243 7.75493 37.42972
H 36.46839 6.11484 37.73265
H 35.92049 5.52287 35.31049
H 36.36971 7.11889 34.86225
H 34.31023 6.59194 36.65834
C 35.67489 3.42613 42.39455
N 36.64364 4.65786 42.04086
C 36.66899 4.67764 40.56074
C 35.98202 5.86453 42.69412
C 37.93887 4.33363 42.55327
C 38.86980 5.53660 42.43304
O 40.19501 5.18295 42.77432
H 36.00611 2.46507 42.20183
H 34.82779 3.43865 41.89373
H 35.52196 3.34399 43.52502
H 37.32814 3.91824 40.06849
H 36.88218 5.73354 40.11230
H 35.75765 4.81030 39.87853
H 36.46955 6.80528 42.60074
H 35.51760 5.72294 43.72551
H 34.99503 6.06430 42.17200
H 38.17535 3.47593 42.07174
H 38.09662 3.92518 43.53280
H 38.65857 6.40744 43.02776
H 38.82097 6.14758 41.48640
H 40.38692 4.47313 41.91036
Li 42.53971 2.91531 40.43052
P 40.12794 2.89534 39.74365
O 41.37025 2.34870 39.07368
O 40.89264 3.53470 41.02406
O 39.37186 1.80186 40.24318
O 39.47683 3.96748 38.97032
C 40.53530 2.65997 31.29645
O 40.09100 2.26173 32.65443
C 40.72698 2.66009 33.75248
O 41.80683 3.31998 33.66627
O 40.15649 2.36001 34.86118
C 40.84718 2.71971 36.14234
H 41.51335 2.13832 31.15251
H 40.52754 3.81109 31.53506
H 39.77106 2.13038 30.60402
H 41.00700 3.93504 36.21237
H 41.86905 2.19456 36.20257
H 40.11978 2.39102 36.93340
C 45.58064 6.05154 42.35627
O 45.03945 6.54713 41.18319
C 44.28841 5.76650 40.43128
O 44.35759 4.50974 40.48772
O 43.60322 6.43613 39.61163
C 42.48127 5.86802 38.97357
H 44.92130 5.86688 43.22583
H 46.38823 6.77401 42.64957
H 45.85462 5.02907 42.13146
H 41.72089 5.83335 39.69125
H 42.57137 4.68535 38.67836
H 42.13697 6.38225 38.09743
C 46.31740 0.88323 42.44362
O 45.46729 1.43349 43.46684
C 44.18021 1.90178 43.15922
O 43.67049 2.06682 42.03117
O 43.44692 2.22531 44.29586
C 42.24729 2.97930 44.04285
H 46.34250 1.52944 41.62863
H 45.57226 0.02273 42.29908
H 47.33017 0.72072 43.09909
H 41.55837 2.36958 43.42738
H 42.51038 3.93579 43.81341
H 41.81350 3.05249 44.97364
C 40.65158 -0.76500 37.76526
O 39.89728 -1.84970 38.40831
C 39.05749 -2.53071 37.78257
O 38.88509 -2.52069 36.52259
O 38.34435 -3.29131 38.56403
C 37.35883 -4.21566 38.10310
H 41.67082 -1.11997 37.70229
H 40.60080 -0.07390 38.44196
H 40.33728 -0.25375 36.88540
H 36.34654 -3.55803 37.92127
H 37.33121 -5.01366 38.91439
H 37.66034 -4.87595 37.30218
C 44.63033 -3.35819 43.05675
O 43.42992 -2.65644 43.28482
C 43.01733 -1.87055 42.30525
O 43.76751 -1.60549 41.36454
O 41.78866 -1.39623 42.51754
C 41.18088 -0.54190 41.50654
H 44.77564 -4.11317 43.83984
H 45.59129 -2.90962 43.44985
H 44.48132 -3.94149 42.06958
H 41.69283 -0.27765 40.47596
H 41.03385 0.66850 41.61789
H 40.18102 -0.91916 41.32707
*
```

E_tot: -91268.296 eV
strongest force on any atom: 9.62 eV/A
LUMO energy: -3.077 eV
HOMO energy: -0.3462 Ha

Atomic partial charges in e from the Löwdin method, atoms 1 to 99: number 1, C, carries 0.006; number 2, N, carries -0.330; number 3, C, carries -0.044; number 4, C, carries 0.040; number 5, C, carries -0.121; number 6, C, carries -0.235; number 7, O, carries -0.127; number 8, H, carries 0.092; number 9, H, carries 0.194; number 10, H, carries 0.015; number 11, H, carries 0.146; number 12, H, carries 0.080; number 13, H, carries 0.109; number 14, H, carries 0.177; number 15, H, carries 0.080; number 16, H, carries 0.111; number 17, H, carries 0.127; number 18, H, carries 0.090; number 19, H, carries 0.022; number 20, H, carries 0.139; number 21, H, carries 0.033; number 22, C, carries 0.052; number 23, N, carries -0.405; number 24, C, carries -0.057; number 25, C, carries 0.019; number 26, C, carries -0.153; number 27, C, carries -0.250; number 28, O, carries -0.003; number 29, H, carries 0.176; number 30, H, carries 0.112; number 31, H, carries 0.047; number 32, H, carries 0.084; number 33, H, carries 0.122; number 34, H, carries 0.114; number 35, H, carries 0.163; number 36, H, carries 0.060; number 37, H, carries 0.144; number 38, H, carries 0.170; number 39, H, carries 0.109; number 40, H, carries 0.096; number 41, H, carries 0.109; number 42, H, carries 0.137; number 43, C, carries 0.059; number 44, N, carries -0.272; number 45, C, carries -0.051; number 46, C, carries 0.010; number 47, C, carries -0.132; number 48, C, carries -0.291; number 49, O, carries -0.154; number 50, H, carries 0.067; number 51, H, carries 0.040; number 52, H, carries 0.146; number 53, H, carries 0.085; number 54, H, carries 0.109; number 55, H, carries 0.108; number 56, H, carries 0.084; number 57, H, carries 0.135; number 58, H, carries 0.117; number 59, H, carries 0.088; number 60, H, carries 0.161; number 61, H, carries 0.098; number 62, H, carries 0.118; number 63, H, carries 0.037; number 64, Li, carries 0.608; number 65, P, carries -0.144; number 66, O, carries -0.427; number 67, O, carries -0.434; number 68, O, carries -0.249; number 69, O, carries -0.337; number 70, C, carries 0.003; number 71, O, carries -0.071; number 72, C, carries -0.643; number 73, O, carries 0.037; number 74, O, carries -0.022; number 75, C, carries -0.004; number 76, H, carries 0.100; number 77, H, carries 0.133; number 78, H, carries 0.118; number 79, H, carries 0.114; number 80, H, carries 0.133; number 81, H, carries 0.047; number 82, C, carries -0.057; number 83, O, carries 0.022; number 84, C, carries -0.596; number 85, O, carries 0.047; number 86, O, carries 0.067; number 87, C, carries -0.028; number 88, H, carries 0.104; number 89, H, carries 0.119; number 90, H, carries 0.082; number 91, H, carries 0.063; number 92, H, carries 0.146; number 93, H, carries 0.069; number 94, C, carries -0.014; number 95, O, carries -0.080; number 96, C, carries -0.435; number 97, O, carries 0.024; number 98, O, carries -0.016; number 99, C, carries -0.024